(1)
C33H42BeBrN4O3Si | the ωB97M-V functional and the def2-TZVPD basis

Geometry as ORCA input:
```
! wB97M-V def2-TZVPD RIJCOSX def2/J DEFGRID3
* xyz 0 2
Be 2.51290 2.09853 0.98626
O 4.22360 6.37427 -3.45129
C 3.06473 6.25391 -3.01867
O 2.02510 6.88141 -3.26799
C 2.89557 5.10968 -1.97936
C 1.66674 4.88934 -1.38060
C 1.54845 3.86547 -0.43497
N 2.63611 3.11000 -0.19253
C 3.86613 3.36271 -0.67629
C 4.03306 4.35885 -1.59928
C 4.81268 2.53727 0.07310
C 6.17158 2.39989 -0.18986
C 6.92504 1.55489 0.59499
C 6.31426 0.85052 1.63392
C 4.96630 1.02804 1.84474
N 4.22329 1.85225 1.09828
C 0.52446 3.48191 0.49507
C -0.78851 3.96010 0.55506
C -1.63117 3.51825 1.54107
C -1.16112 2.57678 2.48633
C 0.11541 2.11052 2.37563
N 0.97234 2.52500 1.41202
H 0.85972 5.55394 -1.66107
H 4.97844 4.64608 -2.04099
H 6.60730 2.95558 -1.00789
H 7.98246 1.43538 0.40195
H 6.87524 0.18005 2.26734
H 4.44693 0.50429 2.63654
H -1.11200 4.68370 -0.18011
H -2.64593 3.88717 1.59617
H -1.79411 2.21585 3.28383
H 0.50339 1.37008 3.06445
C -2.05842 -1.40884 2.69805
C -2.37503 -2.34388 1.52158
C -3.67418 -3.09833 1.84062
C -1.23519 -3.37066 1.46981
Si -2.51161 -1.39383 -0.15347
Br -0.77871 0.04597 -0.15139
C -4.07719 -0.28895 -0.27652
C -3.88517 0.86282 -1.27853
C -5.30765 -1.10115 -0.70053
C -4.38602 0.37772 1.07298
C -2.21948 -2.51268 -1.69392
C -2.53100 -1.73686 -2.98330
C -0.75609 -2.97035 -1.81540
C -3.10939 -3.76307 -1.66527
H -1.92836 -2.01589 3.59913
H -2.84762 -0.68931 2.90156
H -1.13543 -0.85271 2.52884
H -3.53558 -3.67770 2.75875
H -3.95718 -3.79962 1.05532
H -4.51453 -2.42468 2.00713
H -1.11288 -3.81248 2.46371
H -0.28844 -2.90799 1.18923
H -1.43419 -4.18730 0.77683
H -3.62197 0.53341 -2.28108
H -3.11331 1.55469 -0.94095
H -4.82474 1.41742 -1.35213
H -5.22578 -1.47806 -1.72055
H -6.18758 -0.45209 -0.66646
H -5.50522 -1.94915 -0.04443
H -3.54332 0.97796 1.42308
H -4.65493 -0.33497 1.85202
H -5.23860 1.04992 0.94120
H -1.94145 -0.82170 -3.05873
H -3.58491 -1.47742 -3.07571
H -2.27651 -2.36566 -3.84094
H -0.07489 -2.12173 -1.88034
H -0.65393 -3.55157 -2.73628
H -0.43106 -3.60520 -0.99267
H -4.17252 -3.52670 -1.60201
H -2.86277 -4.42907 -0.83837
H -2.95562 -4.32798 -2.58953
O 2.46334 0.07062 0.07151
N 2.65553 -1.19508 0.00811
C 3.12112 -1.73843 -1.14078
C 3.31428 -3.09694 -1.24784
C 3.02790 -3.92894 -0.17676
C 2.54436 -3.35574 0.98798
C 2.36170 -1.99217 1.06085
H 3.30633 -1.01499 -1.91924
H 3.68621 -3.48925 -2.18314
H 3.17394 -4.99649 -0.25148
H 2.29042 -3.95458 1.85088
H 1.96491 -1.46204 1.91276
*
```

The value obtained for the HOMO energy (spin up / spin down) is -5.58 / -7.28 eV. As for the HOMO-LUMO gap (spin up / spin down): 4.78 / 6.46 eV. As for the energy above the lowest of the compared OMol25 structures with the same formula, charge and spin: 21.2 kcal/mol. The expectation value of S² is 0.77. The maximum force is 0.74 eV Å⁻¹. For the energy, the calculation gives -125329.9897 eV.



(2)
C33H42Cl6F6O27 | the ωB97M-V functional and the def2-TZVPD basis

Geometry as ORCA input:
```
! wB97M-V def2-TZVPD RIJCOSX def2/J DEFGRID3
* xyz 0 1
O -2.91965 3.43851 -0.31835
C -2.43893 4.05527 0.60591
O -1.49168 3.54795 1.43900
C -1.32795 4.40824 2.53403
C -2.02892 5.62994 2.13268
F -1.23575 6.62466 1.63733
O -2.92872 5.19461 1.15950
H -1.72520 4.00970 3.47155
H -0.31124 4.56023 2.90173
H -2.61113 6.08657 2.93356
O 2.42012 -1.13009 -1.62884
C 1.58256 -0.53479 -1.03109
O 1.32611 0.75801 -1.17333
C 0.55229 1.20043 -0.05185
C -0.13937 -0.13310 0.35544
F -1.27180 -0.25347 -0.40605
O 0.79376 -1.07833 -0.02932
H 1.23326 1.65376 0.66755
H -0.15550 1.95166 -0.39894
H -0.41124 -0.11458 1.40969
O 6.02202 -4.42776 -2.13072
C 5.98165 -3.41496 -1.47214
O 5.94463 -3.30798 -0.13733
C 5.45734 -2.04156 0.20212
C 5.97369 -1.24216 -0.97885
F 7.23869 -0.99410 -0.60463
O 5.89740 -2.16640 -2.03849
H 4.37701 -2.20405 0.14853
H 5.71300 -1.57681 1.15077
H 5.47156 -0.30279 -1.20217
O 1.04927 6.16909 -3.37926
C 1.46144 5.97899 -2.26546
O 1.94719 6.96524 -1.52127
C 1.89469 6.47177 -0.18881
C 2.23558 4.99067 -0.38266
F 1.79225 4.33289 0.69341
O 1.45768 4.79584 -1.52998
H 2.55447 7.05110 0.45466
H 0.88468 6.49002 0.22502
H 3.29030 4.89371 -0.64704
O -2.97206 -1.70661 1.61602
C -3.65333 -1.05308 0.87915
O -4.35523 -1.55708 -0.18421
C -5.19331 -0.56715 -0.74849
C -4.55968 0.69049 -0.15059
F -5.57214 1.55527 0.01371
O -3.88370 0.27221 0.97407
H -5.18577 -0.44861 -1.83371
H -6.22598 -0.87159 -0.56975
H -3.82198 1.08235 -0.85346
O -4.72569 -3.80684 -3.06700
C -3.78224 -3.44357 -2.41399
O -3.37752 -4.04137 -1.28389
C -2.07922 -3.64707 -0.93590
C -1.70166 -2.72373 -2.06529
F -0.96228 -3.44587 -2.95139
O -2.96304 -2.43869 -2.64965
H -2.05116 -3.21262 0.06294
H -1.52848 -4.58658 -0.93655
H -1.12912 -1.88109 -1.68594
C -0.52467 -1.15776 -5.02900
C -1.07183 0.27915 -4.97971
C -2.61878 0.41492 -4.71122
O -2.66195 0.90435 -3.41360
C -1.39340 1.10622 -2.90905
O -1.07850 1.51021 -1.80406
O -0.51140 0.88946 -3.83286
H -0.68640 -1.61540 -4.05284
H 0.55157 -1.22828 -5.19527
H -0.91754 -1.79458 -5.82205
H -0.79384 0.80644 -5.89172
H -2.97815 -0.60517 -4.86086
H -3.09219 1.01377 -5.48860
C 3.01938 -3.45624 2.69192
C 1.66261 -3.73523 3.29266
C 0.57512 -2.72154 3.01565
O -0.16159 -3.32541 1.93120
C 0.22360 -4.60623 1.80169
O -0.18353 -5.31869 0.91982
O 1.21752 -4.88686 2.62714
H 3.64142 -4.34824 2.68640
H 3.45449 -2.68197 3.32777
H 2.89748 -3.03927 1.69088
H 1.83349 -4.07636 4.31545
H 0.97934 -1.85171 2.49299
H -0.11761 -2.46583 3.81510
C -3.56468 -0.99263 6.32974
C -3.44212 -0.64192 4.79349
C -3.98656 0.71857 4.38467
O -2.80748 1.46063 4.11459
C -1.77955 0.63713 3.98494
O -0.65205 0.91957 3.69486
O -2.07932 -0.59785 4.38883
H -3.73814 -2.06867 6.38654
H -4.46676 -0.58149 6.78263
H -2.66890 -0.83233 6.92846
H -3.90681 -1.55263 4.42094
H -4.64288 1.26262 5.06561
H -4.64459 0.75513 3.51275
Cl 3.41471 2.76952 -5.27693
C 3.19227 1.90414 -3.68957
Cl 4.59483 1.97823 -2.69027
H 2.51949 2.58293 -3.17084
H 2.76805 0.90677 -3.76053
Cl 2.79349 -3.67869 -5.43429
C 3.05804 -4.19587 -3.76508
Cl 1.69996 -5.11711 -3.08541
H 3.98543 -4.70742 -3.52092
H 3.07309 -3.27336 -3.18673
Cl 3.94807 2.14958 1.46909
C 3.24707 1.63446 3.06269
Cl 2.64362 -0.02420 2.96831
H 3.96432 1.78464 3.86233
H 2.38079 2.28582 2.99024
*
```

The value obtained for the HOMO energy is -10.15 eV. As for the HOMO-LUMO gap: 9.99 eV. As for the energy above the lowest of the compared OMol25 structures with the same formula, charge and spin: 84.1 kcal/mol. The maximum force is 4.54 eV Å⁻¹. Its SMILES is O=C1OC[C@@H](F)O1.O=C1OC[C@@H](F)O1.O=C1OC[C@@H](F)O1.O=C1OC[C@@H](F)O1.O=C1OC[C@@H](F)O1.O=C1OC[C@@H](F)O1.C[C@H]1COC(=O)O1.C[C@H]1COC(=O)O1.C[C@H]1COC(=O)O1.ClCCl.ClCCl.ClCCl. For the energy, the calculation gives -181623.4209 eV.



(3)
C33H42ClIrN5O5P3 | the ωB97M-V functional and the def2-TZVPD basis

Geometry as ORCA input:
```
! wB97M-V def2-TZVPD RIJCOSX def2/J DEFGRID3
* xyz 2 5
Ir 0.08712 0.00298 0.70084
O 2.18982 -0.57099 4.03067
Cl 1.04923 -1.14886 3.44377
O 0.81044 -2.49521 3.76123
O -0.17926 -0.36172 3.68314
O 1.31763 -1.04563 1.82783
N -2.65832 -0.28244 -0.25903
P -1.57798 1.04066 -0.43814
C -2.44333 2.40367 0.43938
C -2.77570 3.65691 -0.11715
C -3.57904 4.56799 0.56297
C -4.08596 4.27539 1.81312
C -3.80206 3.00462 2.34830
C -2.92806 2.08466 1.72561
C -1.61514 1.29127 -2.24840
C -2.31626 0.53387 -3.23178
C -2.29163 1.04361 -4.53820
C -1.65919 2.25306 -4.83789
C -0.87177 2.91195 -3.85489
C -0.85890 2.42223 -2.57239
P -1.42830 -1.43650 -0.00427
C -1.43742 -2.53919 -1.45307
C -0.38977 -2.35521 -2.32731
C -0.35255 -3.13887 -3.49653
C -1.35331 -4.04464 -3.79158
C -2.39134 -4.25150 -2.86618
C -2.43369 -3.54398 -1.66443
C -1.98418 -2.46465 1.39358
C -1.60115 -3.79239 1.45645
C -2.30833 -4.69175 2.29079
C -3.33625 -4.23961 3.09385
C -3.55261 -2.83866 3.18064
C -2.85548 -1.96996 2.33938
H -3.35743 -0.36635 -1.00496
H -2.44298 3.89755 -1.12890
H -3.78831 5.51164 0.06935
H -4.76278 4.99217 2.26055
H -4.32584 2.75025 3.30196
H -2.70011 1.14170 2.25832
H -2.82421 -0.42077 -2.98801
H -2.80625 0.45020 -5.28603
H -1.82324 2.67923 -5.82813
H -0.22937 3.71810 -4.13530
H -0.30880 2.89078 -1.73931
H 0.34529 -1.57107 -2.06240
H 0.40545 -2.96734 -4.24623
H -1.37125 -4.52146 -4.79488
H -3.17911 -4.95982 -3.09996
H -3.16100 -3.76109 -0.87900
H -0.78922 -4.13299 0.81106
H -2.04900 -5.74104 2.25185
H -4.02507 -4.91838 3.60607
H -4.28817 -2.39875 3.83005
H -3.11861 -0.92497 2.39582
C 2.34423 1.92095 -0.04059
N 1.52686 1.65457 1.22080
C 0.68722 2.83058 1.50689
N 1.40775 4.11727 1.58171
C 2.21239 4.29339 0.27524
N 3.17036 3.16790 0.04298
C 4.09030 3.05905 1.20152
N 3.35127 2.82163 2.47956
C 2.53261 1.61115 2.33241
C 2.39945 3.97776 2.70709
H 1.68151 2.02093 -0.89611
H 2.97493 1.04921 -0.18636
H 0.18968 2.66952 2.49462
H -0.14368 2.91295 0.77344
H 2.78113 5.17664 0.37826
H 1.53098 4.39136 -0.60135
H 4.64419 3.98275 1.30815
H 4.81934 2.25611 1.06371
H 1.99220 1.52293 3.26882
H 3.17640 0.73680 2.21709
H 3.02033 4.88208 2.74917
H 1.86980 3.82622 3.65430
C 3.76232 -3.02320 0.69796
P 3.45667 -2.32457 -0.92936
C 2.48805 -3.60804 -1.83239
C 5.06035 -2.40905 -1.79459
O 2.84134 -0.92304 -0.91219
H 4.42396 -3.91028 0.64759
H 2.77325 -3.28348 1.11955
H 4.13132 -2.21474 1.32860
H 3.06291 -4.54118 -1.88005
H 2.24976 -3.22627 -2.80078
H 1.58455 -3.82124 -1.22148
H 5.26102 -3.42567 -2.15101
H 5.87278 -2.05147 -1.13589
H 4.98520 -1.74823 -2.64956
*
```

The value obtained for the HOMO energy (spin up / spin down) is -10.98 / -13.73 eV. As for the HOMO-LUMO gap (spin up / spin down): 4.82 / 4.60 eV. The expectation value of S² is 6.06. The maximum force is 4.83 eV Å⁻¹. For the energy, the calculation gives -95791.6398 eV.



(4)
C33H42NORbS4Sb2 | the ωB97M-V functional and the def2-TZVPD basis

Geometry as ORCA input:
```
! wB97M-V def2-TZVPD RIJCOSX def2/J DEFGRID3
* xyz -2 1
Rb 0.49135 0.57810 0.14092
S 5.67070 2.25757 -0.54971
C 5.71768 0.54587 -0.29817
C 6.78360 -0.34272 -0.40916
C 6.55115 -1.68518 -0.16316
C 5.27582 -2.13382 0.19548
C 4.22012 -1.24909 0.31190
C 4.43533 0.10584 0.05919
N 3.46882 1.09423 0.13689
C 3.93146 2.26162 -0.14652
C 3.16181 3.52623 -0.19843
C 3.87742 4.73108 -0.12577
C 3.20921 5.93755 -0.21836
C 1.82287 5.91773 -0.37461
C 1.14401 4.70585 -0.42121
C 1.75982 3.43701 -0.34183
H 7.77008 0.00805 -0.68766
H 7.36579 -2.39393 -0.24989
H 5.10986 -3.18720 0.38445
H 3.23167 -1.58887 0.59670
H 4.95487 4.72839 0.02538
H 3.75081 6.87456 -0.15857
H 1.28007 6.85644 -0.45326
H 0.05828 4.75137 -0.51753
C -4.09398 -1.82555 -1.71366
Sb -2.80322 -2.09630 0.04016
C -4.39252 -1.99690 1.47491
C -3.41574 -4.40939 -0.30531
C -2.97805 -5.40214 0.68174
C -3.79573 -5.64832 1.80549
C -3.48181 -6.57726 2.77839
C -2.31444 -7.32934 2.66988
C -1.48513 -7.09380 1.58522
C -1.77500 -6.14089 0.60539
C -0.76526 -5.92457 -0.48539
Sb 1.14067 -5.14840 0.26614
C 1.13636 -3.39817 -0.97953
C 0.38171 -4.18240 2.01872
H -5.00546 -2.42173 -1.61163
H -3.55932 -2.15293 -2.61103
H -4.34882 -0.77044 -1.80730
H -5.30893 -2.38964 1.02834
H -4.52096 -0.95795 1.77620
H -4.10704 -2.58873 2.34575
H -3.04270 -4.56553 -1.31904
H -4.50386 -4.32222 -0.32424
H -4.71202 -5.07318 1.89348
H -4.14616 -6.71779 3.62395
H -2.04891 -8.06389 3.42086
H -0.55674 -7.65374 1.49408
H -1.10189 -5.21836 -1.24253
H -0.51778 -6.86697 -0.97794
H 1.03527 -3.69720 -2.02409
H 2.05327 -2.81900 -0.87218
H 0.28170 -2.78028 -0.69915
H 0.40675 -4.85846 2.87227
H -0.64205 -3.85283 1.84813
H 0.98961 -3.30348 2.23917
C -2.51400 1.23780 4.17418
C -2.27684 0.66536 2.78376
S -1.21208 -0.73597 2.69143
C -2.89964 1.25880 1.74046
C -3.78832 2.46831 1.97642
S -2.75668 0.75757 0.03882
H -1.88592 0.71930 4.89506
H -3.55987 1.11752 4.48378
H -2.28696 2.30949 4.21947
H -4.50096 2.29873 2.79244
H -4.35449 2.69878 1.07476
H -3.20474 3.36046 2.24265
O 0.53345 -0.17217 -2.37510
S -0.84264 0.21578 -2.84858
C -0.72687 0.26356 -4.67059
C -0.20268 1.64315 -5.03879
C -1.00933 2.59940 -4.16333
C -0.92170 2.04496 -2.74451
H -1.73080 0.08866 -5.06621
H -0.07660 -0.56869 -4.93758
H -0.30596 1.85552 -6.10546
H 0.85632 1.71032 -4.77752
H -2.04983 2.61469 -4.50138
H -0.63070 3.62222 -4.20252
H -1.75795 2.30259 -2.09459
H 0.01377 2.33274 -2.24836
*
```

The value obtained for the HOMO energy is -0.41 eV. As for the HOMO-LUMO gap: 4.13 eV. As for the energy above the lowest of the compared OMol25 structures with the same formula, charge and spin: 11.0 kcal/mol. The maximum force is 1.11 eV Å⁻¹. For the energy, the calculation gives -95510.7750 eV.



(5)
C33H43BCl3N2OP | the ωB97M-V functional and the def2-TZVPD basis

Geometry as ORCA input:
```
! wB97M-V def2-TZVPD RIJCOSX def2/J DEFGRID3
* xyz 0 1
Cl 2.46942 -0.69606 -5.46081
B 0.98333 -1.53933 -4.75862
Cl -0.08661 -2.03830 -6.16430
Cl 1.64676 -3.16787 -3.92266
O 0.36360 -0.75099 -3.72266
C -0.51424 -1.30512 -2.77873
C -1.79955 -1.84497 -3.40011
C -2.07360 -3.20135 -3.37369
C -3.18412 -3.68994 -4.10715
C -3.92442 -2.81914 -4.88803
C -3.65074 -1.46478 -4.92660
C -2.57414 -0.98558 -4.15956
H -0.06873 -2.14354 -2.29328
H -1.43471 -3.84703 -2.77593
H -3.40763 -4.73460 -4.06599
H -4.71816 -3.22786 -5.52144
H -4.17165 -0.80643 -5.57258
H -2.26173 0.06187 -4.24268
C -4.13118 0.09960 -1.03013
C -3.24891 -0.95611 -0.40293
C -3.79010 -2.35470 -0.69126
C -3.09712 -0.73610 1.11235
C -4.16212 -1.08876 1.93581
C -4.14093 -0.87106 3.32381
C -3.01273 -0.29733 3.89544
C -1.93337 0.06552 3.10083
C -0.72703 0.71624 3.78484
C -0.23826 -0.11425 4.98713
C -1.06214 2.13944 4.24053
C -1.99120 -0.11893 1.70982
N -0.93690 0.46779 0.86356
P 0.48089 -0.40227 0.39852
H -0.50342 -0.54445 -2.03873
N 1.34022 1.05875 0.21420
C 2.79301 1.10457 0.33559
C 3.61512 0.83642 -0.75986
C 3.14209 0.22164 -2.07909
C 4.07592 -0.93734 -2.42835
C 3.10190 1.33724 -3.11237
C 4.95372 1.23481 -0.68501
C 5.49920 1.78314 0.46794
C 4.70319 1.93279 1.57584
C 3.35826 1.56955 1.52742
C 2.56822 1.69069 2.82302
C 2.42743 3.15041 3.23255
C 3.23264 0.85722 3.93435
C 0.55744 2.13929 0.55344
C -0.69350 1.81602 0.92826
H -3.82006 1.10286 -0.73372
H -4.10459 0.06624 -2.11992
H -5.17390 -0.03042 -0.72261
H -2.25036 -0.89167 -0.84774
H -3.13946 -3.13062 -0.27568
H -4.80517 -2.48948 -0.31147
H -3.83197 -2.53992 -1.76274
H -5.05349 -1.53286 1.49042
H -4.99018 -1.16680 3.93493
H -2.97757 -0.11094 4.97734
H 0.08506 0.75038 3.04525
H 0.06677 -1.12243 4.66844
H 0.62221 0.37163 5.46038
H -1.02932 -0.20717 5.74167
H -1.42720 2.76264 3.41691
H -1.85130 2.10831 5.00336
H -0.18570 2.64258 4.67474
H 2.13481 -0.18603 -1.97387
H 4.13302 -1.62282 -1.58368
H 3.70480 -1.52644 -3.26801
H 5.06309 -0.56727 -2.69026
H 2.64431 2.24050 -2.70363
H 4.10906 1.56689 -3.46762
H 2.50443 1.03990 -3.97608
H 5.57235 1.11942 -1.59002
H 6.57316 2.04739 0.48711
H 5.12701 2.34395 2.50548
H 1.57695 1.26472 2.62972
H 1.97847 3.75744 2.44230
H 1.80826 3.26170 4.12899
H 3.41292 3.58379 3.44061
H 3.22013 -0.21441 3.66999
H 4.27740 1.15868 4.07662
H 2.70797 0.98350 4.88630
H 1.01310 3.10411 0.50684
H -1.46839 2.46384 1.25694
*
```

The value obtained for the HOMO energy is -8.25 eV. As for the HOMO-LUMO gap: 6.12 eV. As for the energy above the lowest of the compared OMol25 structures with the same formula, charge and spin: 0.0 kcal/mol. The maximum force is 2.42 eV Å⁻¹. For the energy, the calculation gives -87482.7894 eV.



What is the formula in the third record?
C33H42ClIrN5O5P3



Which of these has the lowest energy?
C33H42Cl6F6O27



Among the records above, which one has the highest energy?
C33H43BCl3N2OP